[1]
Computed, not measured: a molecular structure, C16H20CuNOS, with the ωB97M-V functional and the def2-TZVPD basis.

Each line ends with the natural charge from an NBO analysis.
Cartesian coordinates (Å):
Cu 0.564 -1.760 0.338  0.675
S 0.849 0.015 2.672  1.249
O 1.054 -1.461 2.378  -1.005
N 2.295 -0.160 -0.819  -0.459
C -1.833 -0.433 2.161  -0.228
C 3.238 0.717 -0.156  -0.408
C -1.679 -0.379 -3.640  -0.248
C 1.271 0.597 -1.539  -0.244
C -1.519 -1.913 -1.806  -0.245
C 0.121 -0.237 -2.039  -0.104
C -2.135 2.114 1.057  -0.193
C -2.197 -1.455 -2.936  -0.241
C -0.324 -1.360 -1.310  -0.454
C 3.051 -1.039 -1.706  -0.427
C -0.806 0.480 2.188  -0.271
C -3.021 -0.064 1.549  -0.119
C 0.592 0.131 4.502  -0.790
C -3.184 1.208 1.015  -0.209
C -0.519 0.229 -3.189  -0.181
C -0.927 1.758 1.670  -0.215
H -0.036 -0.743 4.749  0.241
H 2.729 1.370 0.566  0.191
H 0.897 1.357 -0.841  0.193
H -1.677 -1.430 2.541  0.238
H 3.577 -0.460 -2.474  0.165
H 0.111 1.094 4.703  0.239
H -1.984 -2.739 -1.271  0.188
H 2.363 -1.729 -2.224  0.225
H 3.776 1.347 -0.865  0.165
H -0.130 1.082 -3.696  0.188
H 1.560 0.035 4.994  0.238
H -3.100 -1.963 -3.228  0.202
H -4.101 1.486 0.500  0.224
H -2.232 3.075 0.604  0.220
H -0.065 2.425 1.634  0.225
H -2.185 -0.068 -4.540  0.201
H -3.844 -0.766 1.554  0.211
H 1.733 1.166 -2.357  0.166
H 3.766 -1.632 -1.139  0.199
H 3.949 0.104 0.399  0.200

* HOMO-LUMO gap: 7.507 eV
* LUMO energy: 0.32 eV
* electronic energy: -75927.1006 eV

***

[2]
Computed, not measured: C6H9NO in the gas phase, with the ωB97M-V functional and the def2-TZVPD basis.

Each line ends with the natural charge from an NBO analysis.
Cartesian coordinates (Å):
O -1.007 2.313 0.826  -0.692
N 0.752 -0.373 -1.255  -0.363
C -0.459 -1.296 -1.376  -0.274
C 0.385 -1.261 1.007  -0.423
C 0.369 0.271 1.055  -0.264
C 0.463 0.722 -0.333  -0.117
C -0.778 0.998 0.413  0.067
C 0.594 -1.599 -0.470  -0.094
H -1.706 0.451 0.230  0.176
H 1.313 -2.450 -0.594  0.207
H 1.144 1.530 -0.591  0.222
H -1.173 2.783 0.011  0.469
H -1.433 -0.965 -0.997  0.190
H 0.997 0.867 1.763  0.240
H -0.525 -1.794 1.369  0.221
H 1.272 -1.598 1.569  0.226
H -0.549 -1.719 -2.366  0.211

* HOMO-LUMO gap: 10.453 eV
* LUMO energy: 0.98 eV
* electronic energy: -9902.6889 eV
* SMILES: O[C@@H]1[C@H]2C[C@H]3CN3[C@@H]12

***

Energy relative to the best compared isomer or geometry (same formula, charge and spin) across the listed records, respectively: 0.00 281.27 kJ/mol.
Highest occupied orbital energy across the listed records, respectively: -7.1822 -9.4769 eV.